The following is a quantum chemistry calculation of 2 unconnected molecules or ions with the total composition C5H15N2 at a distorted geometry, from the OMol25 dataset.

Geometry as ORCA input:
```
! RIJCOSX wB97M-V def2-TZVPD def2/J DEFGRID3
* xyz 1 1
H 1.2143 0.0989 2.0646
H 0.4461 2.4316 0.5851
H -0.1139 -1.0845 2.0178
H 0.6023 -0.5254 0.4502
H 2.3402 -3.3392 1.9408
H 0.7661 1.8235 -1.5542
N -0.4092 0.0135 -1.2603
C -0.8112 0.7610 1.1566
H -2.1857 -0.1811 -2.4497
C -1.1021 -0.5501 -2.3772
H -1.4164 1.0559 2.0915
H -1.3371 0.0994 0.5299
N 2.0022 -2.3650 1.5561
C -0.4623 1.9447 0.2628
H 1.6765 -2.4299 0.5422
H 2.8115 -1.7626 1.4812
C 0.3369 -0.2309 1.4669
H -0.9645 1.9844 -1.9297
C -0.2664 1.4464 -1.2109
H -1.0866 -1.5984 -2.1909
H -0.8243 -0.4059 -3.5104
H -1.2163 2.8138 0.3376
*
```

LUMO, eV: -8.4
Relative energy (zero: lowest compared OMol25 entry of this formula, charge and spin), kJ/mol: 632.6
E_HOMO, eV: -12.6571
E, a.u.: -308.55171

natural (NBO) population analysis, charges in e, atoms 1 to 2: 0.239 0.239



The following is a quantum chemistry calculation of 2 unconnected molecules or ions with the total composition C5H15N2 at a distorted geometry, from the OMol25 dataset.

Geometry as ORCA input:
```
! RIJCOSX wB97M-V def2-TZVPD def2/J DEFGRID3
* xyz 1 1
H -1.4545 0.1427 2.4885
C -0.1315 0.5770 -1.7614
H 1.1842 -1.2466 2.9181
C -0.6184 -0.3178 -2.6621
N -0.8468 1.0477 -0.6079
C 1.2917 1.0835 -1.8218
H 1.1833 0.5181 2.3783
H -0.1823 0.0951 0.4850
C 1.1771 -0.5299 2.0488
H 0.0535 -0.7055 -3.4023
H -1.8489 0.7320 -0.6141
H -1.5873 -0.7419 -2.5333
H -1.2062 -1.6235 2.6940
H 1.3093 2.1658 -1.6909
H 1.7609 0.5900 -0.9204
H -2.0603 -0.9670 1.1667
H 1.8518 0.8188 -2.7068
H 0.1504 -1.5799 0.6077
N 0.0139 -0.7195 1.1803
H 2.0709 -0.6098 1.4327
H -0.8245 2.0857 -0.6140
C -1.2865 -0.8149 1.9349
*
```

LUMO, eV: -2.9
Relative energy (zero: lowest compared OMol25 entry of this formula, charge and spin), kJ/mol: 101.9
E_HOMO, eV: -12.8609
E, a.u.: -308.75384

natural (NBO) population analysis, charges in e, atoms 1 to 2: 0.234 0.158



The following is a quantum chemistry calculation of 2 unconnected molecules or ions with the total composition C5H15N2 at a distorted geometry, from the OMol25 dataset.

Geometry as ORCA input:
```
! RIJCOSX wB97M-V def2-TZVPD def2/J DEFGRID3
* xyz 1 1
H -0.2396 -2.3176 0.0309
H 2.7090 2.0758 0.6849
H 1.2088 0.0333 0.4892
N -1.8813 -2.3748 2.1527
H 1.4733 2.0709 2.0069
H 0.4406 -0.9146 -1.8351
H 2.1183 0.9780 -1.5591
C 0.8348 1.0307 0.1797
N -1.1571 -1.8787 -0.0038
C 0.2057 0.0980 -2.1969
H -2.5565 -2.1525 2.9019
H -2.8424 -1.0358 0.9911
C 1.0392 1.1247 -1.3639
H -0.2113 1.0867 0.4724
H -1.1080 -2.9647 2.3349
H 0.7285 2.1566 -1.6761
C -1.9547 -1.7120 1.0088
H -0.8889 0.2742 -2.1503
H -1.2744 -1.2545 -0.8225
H 0.4863 0.3442 -3.2306
H 1.2550 3.1908 0.6717
C 1.6148 2.1413 0.9135
*
```

LUMO, eV: -3.8
Relative energy (zero: lowest compared OMol25 entry of this formula, charge and spin), kJ/mol: 58.4
E_HOMO, eV: -14.1941
E, a.u.: -308.77043

natural (NBO) population analysis, charges in e, atoms 1 to 2: 0.437 0.218